{"formula": "C40H39ClLuN4O2S4Te", "method": "the ωB97M-V functional and the def2-TZVPD basis", "species": ["Lu", "C", "N", "C", "C", "N", "C", "C", "C", "C", "C", "C", "C", "S", "C", "C", "C", "C", "C", "C", "S", "H", "H", "H", "H", "H", "H", "H", "H", "H", "H", "H", "H", "H", "H", "H", "H", "H", "H", "Cl", "C", "C", "C", "C", "O", "C", "C", "N", "C", "C", "C", "C", "C", "C", "C", "C", "N", "C", "C", "H", "H", "H", "H", "H", "H", "H", "H", "H", "H", "O", "S", "C", "C", "C", "C", "H", "H", "H", "H", "H", "H", "H", "H", "Te", "C", "C", "C", "C", "S", "H", "H", "H"], "coordinates": [[11.051, 12.263, 12.214], [8.575, 13.165, 15.489], [8.766, 14.415, 14.782], [7.631, 15.036, 14.146], [6.654, 14.065, 13.447], [7.202, 13.195, 12.373], [6.534, 11.899, 12.375], [7.467, 13.807, 11.139], [7.023, 15.072, 10.796], [7.067, 15.498, 9.482], [7.530, 14.649, 8.457], [8.043, 13.421, 8.796], [8.202, 13.051, 10.134], [9.077, 11.558, 10.356], [9.879, 15.231, 15.080], [9.750, 16.577, 15.431], [10.876, 17.381, 15.708], [12.129, 16.811, 15.745], [12.287, 15.466, 15.418], [11.222, 14.693, 15.029], [11.764, 13.098, 14.509], [7.596, 12.967, 15.964], [9.287, 13.022, 16.318], [8.804, 12.371, 14.771], [7.943, 15.766, 13.384], [7.045, 15.647, 14.911], [5.797, 14.647, 13.100], [6.216, 13.356, 14.214], [5.420, 11.914, 12.370], [6.879, 11.284, 13.170], [6.837, 11.345, 11.457], [6.530, 15.757, 11.480], [6.598, 16.449, 9.233], [7.482, 15.023, 7.421], [8.497, 12.745, 8.094], [8.808, 17.069, 15.505], [10.782, 18.440, 15.934], [12.984, 17.392, 16.026], [13.244, 14.971, 15.453], [16.000, 7.336, 8.997], [14.845, 8.273, 9.838], [14.041, 7.685, 10.818], [13.169, 8.385, 11.664], [12.941, 9.748, 11.392], [12.147, 10.477, 12.132], [13.590, 10.309, 10.235], [13.257, 11.638, 9.817], [12.657, 12.645, 10.500], [13.186, 13.899, 10.392], [14.361, 14.164, 9.647], [14.900, 15.468, 9.602], [14.317, 16.518, 10.291], [13.107, 16.311, 11.048], [12.297, 17.357, 11.446], [10.988, 17.132, 11.849], [10.510, 15.817, 11.942], [11.287, 14.783, 11.620], [12.545, 14.980, 11.111], [14.522, 9.569, 9.483], [14.113, 6.577, 10.894], [12.700, 7.848, 12.478], [13.649, 11.811, 8.827], [14.716, 13.330, 9.042], [15.765, 15.631, 9.001], [14.737, 17.534, 10.079], [12.720, 18.357, 11.480], [10.352, 18.024, 12.127], [9.461, 15.581, 12.129], [15.009, 10.020, 8.622], [9.780, 10.913, 13.436], [9.637, 9.377, 13.319], [8.279, 9.034, 14.424], [8.878, 8.794, 15.821], [10.119, 7.951, 15.647], [10.882, 8.645, 14.524], [7.881, 8.070, 14.003], [7.517, 9.767, 14.406], [8.104, 8.332, 16.442], [9.125, 9.769, 16.275], [9.889, 6.932, 15.413], [10.762, 7.828, 16.511], [11.492, 7.868, 13.956], [11.489, 9.516, 14.858], [8.330, 7.575, 9.521], [7.708, 7.337, 7.591], [6.337, 7.500, 7.332], [6.102, 7.494, 5.964], [7.207, 7.244, 5.179], [8.629, 7.148, 6.134], [5.656, 7.669, 8.171], [5.102, 7.586, 5.586], [7.248, 7.174, 4.055]], "homo_ev": [-2.512, -4.288], "relative_energy_kcal_mol": 66.11, "fmax_ev_per_a": 2.56, "total_charge": -1, "gap_ha": [0.103, 0.226], "energy_ev": -148948.1509, "lumo_ha": [0.01095, 0.06838]}